Below is 3 unconnected molecules or ions with the total composition C50H61N6O6, with properties calculated with ωB97M-V/def2-TZVPD.

Geometry as XYZ:
```
123
Properties=species:S:1:pos:R:3:forces:R:3:mulliken_charge:R:1
O -2.646271 -4.207408 -7.045196 0.00 0.02 -0.01 -0.66
O 2.184137 -6.517797 -7.311726 0.02 0.01 0.00 -0.65
O -0.099314 2.856470 4.467916 0.08 0.09 0.02 -0.48
O -3.198851 3.631108 6.331239 0.02 0.04 -0.08 -0.69
O -7.528539 0.473236 6.153417 -0.01 0.00 0.01 -0.64
O -0.064401 2.150544 3.216678 -0.35 0.03 0.09 0.06
N 1.424409 0.784185 2.110644 -0.05 -0.17 -0.13 -0.05
N 0.607741 1.441599 -1.225144 -0.24 -0.18 -0.18 0.37
N 0.624259 1.891791 0.081677 0.23 -0.01 0.34 0.56
N -0.095372 -0.899148 -3.164129 0.01 0.54 0.03 -0.24
N -0.816159 7.578875 2.599577 -0.11 0.14 -0.12 -0.58
N 1.348861 -0.200429 0.002896 0.01 -0.12 0.28 0.19
C -2.839914 1.003239 5.505422 0.15 -0.10 -0.12 -1.07
C 1.956554 -0.513929 2.573963 0.07 -0.27 0.27 -0.31
C 1.303931 1.849771 3.055473 0.12 0.28 -0.04 -0.84
C -1.864527 -5.282688 -9.511149 -0.02 -0.01 -0.09 -0.57
C 6.141357 -0.205416 -1.622896 -0.55 0.24 -0.09 -0.88
C 1.130414 -0.712005 -2.395834 -0.20 -0.42 -0.42 -1.01
C -1.361191 3.378789 0.343068 0.03 -0.18 -0.14 0.00
C 1.118773 0.852429 0.804420 0.10 0.49 0.07 -0.04
C -6.636488 2.582256 6.728942 0.09 -0.02 -0.02 0.15
C 0.613753 -5.352406 -5.997447 -0.06 0.02 -0.06 0.24
C -0.143943 -6.379730 -10.784413 -0.02 0.01 0.01 -0.48
C -1.800198 4.834117 0.496714 0.52 0.00 0.15 -1.22
C 6.835953 2.183619 -2.166005 -0.18 0.14 0.09 -1.41
C -1.050850 -5.316718 -8.385937 0.06 0.00 0.06 0.21
C 0.217244 -5.899399 -8.460453 -0.04 0.04 0.07 0.20
C 1.081376 2.695865 -3.181575 0.29 0.00 -0.07 -0.68
C 5.026290 -1.093550 -1.076840 0.27 -0.04 0.19 0.59
C 5.772514 1.273587 -1.555780 0.30 0.07 -0.09 0.23
C -0.237452 -4.165590 -3.638449 0.06 -0.09 0.01 -0.32
C 0.914893 -1.639939 2.702925 -0.29 0.14 -0.45 -0.79
C 4.853588 -3.000178 0.606091 0.06 0.07 -0.04 -1.08
C -1.768259 5.313698 1.942662 -0.14 -0.04 0.13 0.14
C -3.828520 -1.137466 5.042232 0.02 0.04 0.00 -0.63
C -1.059588 -4.146270 -4.750623 0.00 0.04 0.11 -0.84
C -5.200485 0.663658 5.844490 -0.02 0.06 0.02 0.20
C 1.004922 -4.787415 -3.697785 -0.02 0.02 -0.01 -0.43
C -5.504992 3.401615 6.793707 0.01 -0.08 0.01 0.19
C 2.653750 -3.362001 1.889585 -0.15 -0.26 -0.37 -1.17
C -5.069077 -0.654136 5.425499 0.05 -0.07 -0.05 -0.63
C 3.333645 -3.026613 0.560015 0.24 0.28 0.28 0.96
C -7.974233 4.369812 7.610691 0.03 0.01 0.00 -0.49
C -5.616193 4.700145 7.274646 -0.04 0.07 0.03 -0.51
C -0.638849 -4.739838 -5.932606 0.04 -0.04 -0.07 0.22
C -1.546660 -4.712939 -7.117950 -0.05 0.01 0.00 0.59
C -7.870057 3.074265 7.133054 -0.06 0.06 0.04 -0.59
C 1.183934 -2.906606 1.887495 0.23 -0.22 0.14 -0.65
C -1.964918 6.838107 2.100602 0.22 -0.21 0.16 -0.79
C 0.188573 2.217518 -2.342325 -0.11 0.23 -0.16 -0.41
C -2.713004 -0.305941 5.075039 -0.07 -0.04 0.03 -0.38
C 5.454951 -2.528748 -0.719230 -0.50 -0.03 0.02 -0.98
C 0.667599 -6.426185 -9.663912 -0.01 -0.03 -0.09 -0.58
C 1.430762 -5.379387 -4.874949 0.04 0.03 0.10 -0.75
C 0.162203 3.256028 0.340356 -0.38 0.27 -0.16 -1.28
C -1.411749 -5.813746 -10.706533 0.02 -0.01 0.00 -0.49
C 1.034550 0.183628 -1.210654 0.10 -0.18 -0.11 0.01
C -6.547112 1.177056 6.235988 -0.03 -0.03 -0.01 0.55
C -4.176387 2.907545 6.344804 0.00 0.04 -0.07 0.66
C -6.847398 5.180852 7.685734 -0.02 -0.01 -0.01 -0.53
C 1.102102 -5.974964 -7.263696 0.03 -0.03 -0.01 0.56
C -4.079918 1.491731 5.887834 -0.05 0.07 0.07 0.42
H 0.209690 -6.787060 -11.721917 0.00 -0.01 -0.01 0.41
H -0.176106 -0.210244 -3.899902 0.00 -0.04 -0.08 0.31
H -0.806440 5.061406 2.394155 0.12 -0.07 0.03 0.04
H 3.200507 -2.913733 2.720572 0.06 0.04 0.08 0.47
H 1.652363 -6.869256 -9.711113 0.02 0.00 0.06 0.48
H -2.029710 -3.670385 -4.716405 -0.03 -0.03 -0.06 0.49
H -2.788584 4.986336 0.071041 -0.10 -0.02 -0.03 0.40
H 2.388544 -0.328150 3.551835 0.10 0.16 0.01 0.60
H 7.195512 1.799735 -3.118358 0.05 -0.07 -0.06 0.34
H -4.734271 5.322875 7.326870 0.05 -0.03 -0.03 0.48
H 5.087951 -3.199380 -1.498729 0.26 -0.13 -0.12 0.36
H 0.536054 3.866704 -0.480989 0.22 0.00 0.01 0.44
H -8.935731 4.749940 7.928169 -0.01 0.01 0.01 0.41
H -0.871486 2.355245 -2.489808 -0.12 -0.03 0.19 0.45
H -0.392962 7.146748 3.407343 0.03 -0.01 0.06 0.23
H 4.616328 -0.605867 -0.185563 -0.01 0.00 0.10 -0.14
H 4.824311 1.437903 -2.075786 -0.14 -0.07 0.00 -0.15
H 5.630769 1.559559 -0.511222 -0.18 0.01 0.07 0.29
H -1.785627 2.755041 1.124673 -0.05 -0.09 0.20 0.26
H 7.058214 -0.367422 -1.057629 0.16 -0.09 -0.08 0.40
H 6.539065 -2.607666 -0.680983 0.10 0.00 -0.05 0.47
H 3.009947 -3.739383 -0.201734 -0.11 -0.02 -0.09 0.38
H -0.929995 -0.817612 -2.597094 -0.01 -0.21 0.08 0.26
H -2.847101 -4.838029 -9.439531 0.00 0.03 0.06 0.47
H 1.643560 -4.810312 -2.823508 0.00 -0.02 0.01 0.50
H 5.237517 -3.984667 0.876733 0.07 -0.06 -0.01 0.41
H 2.134692 2.511556 -3.023824 0.12 0.10 -0.02 0.23
H 0.880432 -2.766985 0.850706 -0.08 0.12 -0.05 0.08
H 1.463914 -1.676509 -2.016383 0.08 -0.03 0.13 0.08
H 1.871917 2.735296 2.756631 -0.09 0.14 -0.15 0.45
H 2.705594 -4.441380 2.029199 0.04 -0.05 0.17 0.48
H 6.304020 -0.446110 -2.674235 0.35 -0.19 0.00 0.34
H -0.049444 -1.237724 2.384792 -0.10 0.05 0.12 0.35
H -0.564266 -3.698533 -2.720064 -0.02 0.00 0.03 0.46
H -1.982556 1.659263 5.549328 0.01 -0.03 0.05 0.69
H 0.801655 -1.906702 3.751460 0.08 0.01 0.12 0.41
H -2.796074 7.017337 2.779001 -0.13 0.08 -0.04 0.32
H 6.437960 3.181489 -2.347381 0.00 0.07 0.00 0.38
H 2.778466 -0.783344 1.917214 -0.01 -0.10 -0.07 0.00
H 0.545585 -3.695777 2.282560 -0.06 -0.02 0.06 0.51
H 5.181080 -2.308859 1.389838 -0.02 -0.01 0.12 0.37
H -2.046103 -5.785999 -11.582184 0.00 0.00 -0.01 0.40
H 2.990640 -2.040230 0.247750 -0.09 -0.04 -0.16 -0.79
H -0.898684 3.396266 4.375618 -0.09 0.00 -0.05 0.26
H -1.744095 -0.684398 4.775024 0.01 -0.01 0.01 0.60
H -2.219921 7.261021 1.131009 -0.20 0.12 -0.02 0.40
H -0.113925 7.730753 1.891688 0.10 -0.06 -0.01 0.24
H -1.717048 2.972396 -0.605677 -0.13 0.04 0.01 0.33
H -1.102890 5.458190 -0.072187 -0.10 0.10 -0.18 0.44
H -2.526114 4.767802 2.513416 -0.03 0.00 -0.01 0.25
H -5.943031 -1.289951 5.402785 -0.05 0.04 0.02 0.50
H 1.703511 1.525955 4.011474 0.04 -0.15 0.02 0.50
H 7.681572 2.301004 -1.491650 0.15 -0.10 -0.03 0.34
H 4.213353 -1.131767 -1.804386 -0.13 0.10 -0.02 -0.15
H 0.617898 3.634508 1.241950 0.05 -0.12 0.26 0.43
H 0.778950 3.267918 -4.044046 -0.03 -0.01 -0.11 0.32
H -3.728840 -2.165732 4.720847 0.00 -0.01 -0.01 0.41
H -8.739300 2.434716 7.072344 0.02 -0.06 -0.02 0.48
H 2.394602 -5.865250 -4.935974 0.00 -0.02 -0.07 0.50
H -6.931786 6.189884 8.065905 -0.01 0.01 0.00 0.41
H 1.913748 -0.360985 -3.065925 0.06 0.06 -0.02 0.45
```
Positions in Å, forces in eV/Å.

Values from the calculation:
Orbital gap: 0.3118 Ha
Max |F|: 0.6 eV/A
Charge: +1
HOMO energy: -11.16 eV
Lowest unoccupied orbital energy: -2.67 eV